# 1
The following is a DFT calculation (wB97M-V/def2-TZVPD) of a molecular structure, C56H120F6MgN6O6S2.

## Properties
* multiplicity: 2
* E_LUMO (spin up / spin down): -0.33865 / -0.33866 hartree
* HOMO (spin up / spin down): -13.90 / -17.56 eV
* total charge: +5
* orbital gap (spin up / spin down): 4.69 / 8.34 eV
* E: -124616.2056 eV

Cartesian coordinates (Å):
Mg -1.737 -0.575 4.502
C -4.066 -4.545 -3.174
C -4.651 -3.511 -2.248
C -4.994 -4.035 -0.846
N -5.707 -2.992 0.088
C -5.851 -3.717 1.508
C -6.773 -2.977 2.503
C -8.059 -2.506 1.839
C -7.791 -1.627 0.590
C -7.069 -2.529 -0.497
C -4.762 -1.783 0.242
H -4.833 -5.285 -3.403
H -3.241 -5.166 -2.825
H -3.658 -4.185 -4.119
H -5.608 -3.231 -2.688
H -4.162 -2.542 -2.350
H -4.156 -4.399 -0.253
H -5.737 -4.827 -0.944
H -6.180 -4.723 1.248
H -4.852 -3.801 1.935
H -7.094 -3.645 3.303
H -6.276 -2.175 3.049
H -8.680 -3.355 1.552
H -8.690 -1.894 2.483
H -8.753 -1.229 0.268
H -7.255 -0.685 0.708
H -7.654 -3.434 -0.664
H -6.823 -1.974 -1.402
H -5.125 -1.373 1.185
H -4.890 -1.023 -0.529
H -3.709 -2.046 0.343
C 5.990 -1.044 -4.603
C 4.833 -0.431 -3.777
C 4.780 1.098 -3.913
N 3.752 1.745 -2.977
C 3.576 3.201 -3.491
C 4.689 4.215 -3.201
C 4.940 4.145 -1.717
C 5.324 2.760 -1.244
C 4.106 1.785 -1.452
C 2.398 0.944 -3.074
H 5.749 -0.987 -5.665
H 6.292 -2.058 -4.342
H 6.892 -0.460 -4.419
H 4.849 -0.709 -2.723
H 3.971 -0.849 -4.297
H 4.630 1.430 -4.940
H 5.743 1.517 -3.622
H 3.411 3.131 -4.567
H 2.696 3.502 -2.923
H 5.434 3.828 -3.897
H 4.502 5.206 -3.613
H 5.835 4.723 -1.489
H 4.026 4.387 -1.175
H 6.315 2.494 -1.613
H 5.490 2.811 -0.168
H 4.177 0.786 -1.021
H 3.218 2.188 -0.966
H 2.525 -0.065 -2.681
H 2.225 0.830 -4.144
H 1.623 1.562 -2.621
C -2.955 8.529 4.893
C -2.499 7.446 3.884
C -3.712 6.936 3.056
N -3.406 5.661 2.099
C -2.358 4.724 2.825
C -2.218 3.384 2.116
C -3.609 2.721 1.686
C -4.630 3.686 1.046
C -4.751 4.981 1.818
C -2.799 6.245 0.806
H -2.256 9.009 5.578
H -3.773 8.224 5.544
H -3.463 9.276 4.282
H -2.004 6.633 4.415
H -1.782 7.954 3.237
H -4.100 7.744 2.436
H -4.625 6.777 3.630
H -2.717 4.544 3.838
H -1.448 5.312 2.949
H -1.620 2.589 2.562
H -1.689 3.687 1.212
H -4.019 2.289 2.599
H -3.446 1.775 1.170
H -5.597 3.183 1.057
H -4.338 4.032 0.055
H -5.212 4.920 2.803
H -5.280 5.756 1.262
H -3.494 6.793 0.169
H -2.438 5.419 0.193
H -2.036 6.958 1.119
C 4.786 -6.108 1.192
C 5.510 -4.809 1.708
C 5.109 -4.135 3.001
N 5.941 -2.988 3.512
C 6.186 -1.848 2.485
C 4.850 -1.059 2.252
C 4.412 -0.411 3.581
C 4.050 -1.440 4.597
C 5.250 -2.459 4.846
C 7.314 -3.577 4.029
H 3.738 -6.163 1.487
H 5.265 -7.022 1.542
H 4.714 -6.076 0.105
H 5.465 -3.960 1.026
H 6.543 -5.141 1.815
H 5.033 -4.966 3.702
H 4.059 -3.847 3.045
H 6.422 -2.317 1.529
H 6.964 -1.165 2.824
H 4.087 -1.663 1.761
H 5.043 -0.326 1.469
H 3.620 0.291 3.318
H 5.285 0.177 3.866
H 3.111 -1.844 4.219
H 3.804 -0.953 5.540
H 4.944 -3.355 5.384
H 6.008 -1.925 5.419
H 7.669 -2.922 4.825
H 7.943 -3.640 3.141
H 7.237 -4.591 4.422
C -2.544 2.231 -2.060
C -2.447 2.931 -3.429
C -0.964 2.935 -4.021
N -0.662 4.093 -5.022
C 0.807 3.846 -5.517
C 1.290 5.011 -6.422
C 0.954 6.421 -5.867
C -0.494 6.526 -5.370
C -0.831 5.463 -4.343
C -1.535 3.791 -6.298
H -2.652 1.158 -2.223
H -3.481 2.461 -1.553
H -1.696 2.433 -1.406
H -2.843 3.947 -3.422
H -3.079 2.415 -4.152
H -0.515 2.016 -4.399
H -0.292 3.262 -3.227
H 1.406 3.884 -4.608
H 0.786 2.845 -5.948
H 2.361 4.865 -6.562
H 0.728 4.852 -7.342
H 1.785 6.646 -5.199
H 0.999 7.126 -6.697
H -0.802 7.465 -4.910
H -1.279 6.445 -6.122
H -0.142 5.543 -3.502
H -1.857 5.614 -4.006
H -2.583 3.804 -6.000
H -1.198 2.825 -6.674
H -1.498 4.563 -7.067
C 1.885 -3.137 -1.481
C 0.796 -4.188 -1.116
C 1.239 -5.256 -0.128
N 0.102 -6.005 0.593
C 0.647 -7.104 1.502
C -0.415 -8.108 2.147
C -1.379 -8.720 1.066
C -1.917 -7.562 0.186
C -0.865 -6.681 -0.444
C -0.555 -5.010 1.576
H 1.557 -2.305 -2.105
H 2.686 -3.690 -1.973
H 2.126 -2.486 -0.641
H 0.541 -4.672 -2.059
H -0.081 -3.659 -0.742
H 1.846 -4.804 0.656
H 1.971 -5.937 -0.564
H 1.273 -7.699 0.837
H 1.343 -6.796 2.283
H 0.183 -8.881 2.629
H -1.070 -7.582 2.842
H -0.819 -9.453 0.485
H -2.226 -9.147 1.603
H -2.516 -8.040 -0.589
H -2.667 -6.981 0.723
H -0.270 -7.300 -1.117
H -1.379 -5.850 -0.926
H 0.161 -4.596 2.286
H -1.458 -5.476 1.969
H -0.897 -4.249 0.874
C 0.510 0.567 0.848
F 0.612 1.539 1.787
F -0.206 1.056 -0.086
F 1.752 0.380 0.441
S -0.235 -1.007 1.766
O 0.846 -1.763 2.422
O -1.219 -0.445 2.751
O -0.835 -1.810 0.692
C 0.362 3.235 5.577
F -0.802 3.563 6.201
F 0.336 3.650 4.303
F 1.419 3.895 6.188
S 0.634 1.377 5.719
O 0.772 1.153 7.170
O -0.587 0.707 5.196
O 1.838 1.015 4.977


# 2
The following is a DFT calculation (wB97M-V/def2-TZVPD) of a molecular structure, C56H132AsF6N7O3.

## Properties
* E_LUMO: -0.37719 hartree
* HOMO: -19.73 eV
* total charge: +6
* energy relative to the best compared isomer or geometry (same formula, charge and spin): 53.7 kcal per mole
* orbital gap: 9.47 eV
* E: -153871.4444 eV

Cartesian coordinates (Å):
As -0.588 0.584 -0.448
F 0.790 0.712 -1.532
F -1.315 -0.656 -1.515
F -1.904 0.307 0.764
F 0.127 1.788 0.645
F -1.499 1.845 -1.269
F 0.275 -0.671 0.439
C 3.599 -2.785 0.141
C 4.436 -2.345 1.383
N 3.709 -2.399 2.744
C 4.730 -1.991 3.773
C 2.430 -1.492 2.843
C 2.723 -0.049 2.444
C 3.311 -3.849 2.997
C 3.107 -4.238 4.489
O 1.965 -3.482 4.885
C 1.466 -3.976 6.159
H 3.338 -3.838 0.224
H 4.084 -2.459 -0.781
H 2.676 -2.269 -0.150
H 4.757 -1.318 1.219
H 5.305 -2.998 1.411
H 5.300 -2.894 3.994
H 4.297 -1.505 4.641
H 5.524 -1.434 3.277
H 2.023 -1.556 3.846
H 1.769 -1.929 2.096
H 1.814 0.535 2.578
H 2.883 -0.097 1.364
H 3.617 0.438 2.831
H 4.224 -4.375 2.701
H 2.569 -4.171 2.271
H 3.974 -4.023 5.109
H 2.668 -5.237 4.485
H 1.202 -3.173 6.849
H 2.195 -4.526 6.756
H 0.606 -4.617 5.968
C -2.068 0.938 4.092
C -1.990 2.464 4.011
N -3.304 3.135 3.540
C -3.481 2.847 2.071
C -4.499 2.607 4.357
C -5.829 3.277 3.947
C -3.130 4.658 3.787
C -1.915 5.316 3.204
O -0.806 4.976 4.016
C 0.397 5.601 3.543
H -2.119 0.445 3.121
H -2.783 0.538 4.810
H -1.094 0.654 4.497
H -1.290 2.700 3.215
H -1.818 2.909 4.986
H -2.522 2.972 1.573
H -4.173 3.599 1.697
H -3.801 1.812 1.983
H -4.225 2.625 5.410
H -4.513 1.556 4.071
H -5.729 4.358 3.901
H -6.652 2.997 4.602
H -6.142 2.899 2.973
H -2.983 4.763 4.865
H -4.043 5.225 3.622
H -2.074 6.391 3.316
H -1.754 4.992 2.172
H 0.295 6.678 3.695
H 0.451 5.371 2.477
H 1.241 5.246 4.129
C 0.068 -2.433 -4.822
C 0.422 -3.913 -4.440
N -0.433 -4.521 -3.341
C -0.049 -3.773 -2.070
C -1.941 -4.412 -3.591
C -2.834 -5.173 -2.622
C -0.081 -6.026 -3.209
C 0.255 -6.729 -4.497
O -0.608 -6.440 -5.597
C -0.188 -7.082 -6.804
H -0.404 -1.844 -4.036
H -0.573 -2.344 -5.697
H 1.012 -1.981 -5.128
H 1.483 -4.126 -4.321
H 0.176 -4.454 -5.354
H -0.172 -2.701 -2.233
H 0.951 -4.037 -1.738
H -0.770 -3.840 -1.253
H -2.045 -4.768 -4.615
H -2.115 -3.336 -3.558
H -2.348 -5.389 -1.672
H -3.133 -6.119 -3.077
H -3.799 -4.686 -2.481
H -0.837 -6.513 -2.600
H 0.849 -5.965 -2.643
H 0.151 -7.788 -4.238
H 1.326 -6.638 -4.694
H -0.739 -8.013 -6.949
H 0.853 -7.358 -6.979
H -0.478 -6.356 -7.563
C 3.993 0.224 -2.069
C 5.243 -0.351 -2.735
C 5.266 -0.010 -4.207
N 6.502 -0.406 -5.007
C 6.544 -1.926 -5.158
C 6.557 0.331 -6.322
C 8.004 0.181 -6.842
C 8.772 0.338 -5.526
C 7.809 0.010 -4.327
H 4.170 1.292 -1.928
H 3.933 -0.171 -1.055
H 3.069 0.083 -2.626
H 5.052 -1.425 -2.840
H 6.156 -0.131 -2.188
H 5.307 1.079 -4.292
H 4.445 -0.435 -4.783
H 6.546 -2.399 -4.177
H 7.450 -2.237 -5.672
H 5.604 -2.184 -5.642
H 5.890 -0.218 -6.989
H 6.126 1.322 -6.195
H 8.186 -0.841 -7.171
H 8.261 0.911 -7.604
H 9.671 -0.281 -5.523
H 9.277 1.306 -5.517
H 8.373 -0.731 -3.764
H 7.589 0.864 -3.689
C -4.476 2.073 -1.389
C -5.882 2.628 -1.104
C -6.846 1.496 -0.822
N -8.269 1.904 -0.473
C -8.849 2.812 -1.554
C -8.464 2.566 0.854
C -9.867 2.256 1.196
C -10.242 0.928 0.568
C -9.098 0.598 -0.365
H -4.450 1.560 -2.349
H -4.019 1.391 -0.668
H -3.772 2.905 -1.385
H -6.212 3.174 -1.992
H -6.012 3.411 -0.353
H -6.392 0.999 0.038
H -6.931 0.780 -1.638
H -9.927 2.797 -1.415
H -8.595 2.359 -2.512
H -8.473 3.833 -1.545
H -8.302 3.641 0.891
H -7.813 2.029 1.547
H -10.515 3.082 0.902
H -10.014 2.242 2.277
H -11.199 1.031 0.055
H -10.444 0.117 1.266
H -9.306 0.302 -1.390
H -8.470 -0.084 0.208
C -5.034 -2.051 -0.683
C -3.812 -2.565 0.053
C -4.294 -2.953 1.472
N -3.253 -3.714 2.276
C -3.298 -5.184 1.822
C -1.923 -3.005 2.333
C -1.363 -3.344 3.670
C -2.549 -3.201 4.631
C -3.703 -3.715 3.770
H -5.642 -2.912 -0.971
H -4.683 -1.660 -1.639
H -5.675 -1.351 -0.149
H -3.070 -1.768 0.022
H -3.459 -3.436 -0.501
H -5.307 -3.335 1.592
H -4.413 -1.980 1.960
H -2.729 -5.779 2.533
H -2.870 -5.213 0.822
H -4.340 -5.495 1.820
H -1.229 -3.282 1.537
H -2.114 -1.946 2.152
H -1.068 -4.394 3.625
H -0.508 -2.708 3.894
H -2.328 -3.789 5.520
H -2.712 -2.178 4.968
H -3.946 -4.737 4.050
H -4.570 -3.068 3.874
C 3.478 2.776 0.416
C 4.009 4.061 -0.126
C 4.729 4.930 0.907
N 5.013 6.360 0.415
C 3.693 7.105 0.516
C 5.714 6.338 -0.973
C 6.393 7.694 -1.048
C 6.653 8.124 0.369
C 6.146 6.999 1.219
H 4.319 2.108 0.604
H 2.841 2.293 -0.325
H 2.819 3.016 1.252
H 3.273 4.607 -0.717
H 4.770 3.745 -0.846
H 5.668 4.525 1.285
H 4.117 4.987 1.809
H 4.007 8.102 0.210
H 3.390 7.084 1.561
H 2.915 6.623 -0.068
H 4.919 6.201 -1.705
H 6.379 5.480 -1.051
H 5.775 8.384 -1.619
H 7.345 7.583 -1.566
H 6.230 9.109 0.570
H 7.719 8.274 0.538
H 5.796 7.272 2.212
H 6.992 6.313 1.223